{"formula": "C25H45F12O19SV2", "method": "ωB97M-V with the def2-TZVPD basis set", "lumo_energy_ev": [-2.01, -2.01], "multiplicity": 2, "homo_lumo_gap_ev": [4.0, 5.6], "elements": ["H", "H", "C", "H", "F", "C", "O", "C", "O", "H", "C", "H", "O", "C", "H", "H", "H", "H", "O", "H", "C", "C", "H", "C", "O", "H", "C", "H", "C", "O", "O", "O", "F", "H", "F", "C", "H", "H", "F", "O", "F", "O", "O", "C", "C", "H", "O", "H", "C", "C", "C", "F", "H", "H", "C", "O", "C", "F", "H", "H", "H", "O", "C", "F", "H", "H", "H", "O", "H", "H", "H", "F", "H", "V", "H", "H", "V", "C", "O", "F", "O", "H", "C", "S", "H", "H", "H", "H", "C", "C", "C", "C", "H", "H", "F", "H", "H", "H", "O", "H", "F", "H", "H", "O"], "xyz": [[0.15, -10.64, -6.58], [-12.11, -12.81, -5.05], [-7.77, -14.32, -4.63], [-9.37, -5.89, -3.51], [-8.93, -8.34, -3.36], [-9.04, -13.37, -9.35], [-2.42, -12.20, -5.21], [-10.04, -4.15, 0.94], [-10.17, -13.63, -4.65], [-9.06, -14.37, -6.28], [-3.32, -10.62, -1.78], [-4.56, -6.90, -0.17], [0.19, -12.76, -6.36], [-13.14, -9.24, -2.28], [-4.00, -10.94, -5.12], [-11.25, -13.44, -6.38], [-14.06, -9.05, -1.73], [-9.30, -2.82, -2.99], [-9.97, -13.92, -8.76], [-2.92, -10.47, -2.79], [-8.47, -14.11, -10.61], [-3.83, -12.01, -5.08], [-7.07, -10.37, -7.26], [-11.44, -13.63, -5.32], [-8.64, -11.72, -3.45], [-6.79, -6.19, 0.21], [-8.08, -10.40, -7.68], [-13.35, -8.87, -3.28], [-11.22, -9.51, 1.86], [-6.15, -7.45, -1.33], [-6.72, -11.12, -4.81], [-9.06, -13.13, -1.10], [-10.76, -8.51, 2.66], [-7.88, -4.91, -3.56], [-7.77, -13.14, -11.25], [-10.15, -3.36, -0.45], [-8.03, -10.00, -8.69], [-8.10, -6.68, -0.89], [-7.91, -8.42, -5.35], [-6.91, -10.15, -2.61], [-10.98, -5.12, 0.90], [-10.66, -2.21, -0.59], [-9.62, -4.11, -1.39], [-11.90, -8.94, 0.57], [-3.86, -8.25, -1.72], [-11.98, -14.57, -5.26], [-6.01, -11.27, -0.13], [-10.77, -3.78, -2.94], [-9.22, -14.54, -5.22], [-9.69, -3.81, -2.77], [-8.59, -9.09, -4.45], [-10.26, -3.36, 2.06], [-5.88, -13.06, -3.26], [-4.56, -6.39, -1.91], [-11.79, -8.77, -1.89], [-11.09, -12.31, -2.38], [-0.37, -11.47, -6.10], [-8.86, -4.77, 0.95], [-4.44, -12.56, -5.80], [-9.64, -15.54, -5.10], [-6.25, -13.79, -1.78], [-4.33, -9.59, -1.46], [-8.97, -4.88, -3.67], [-7.59, -15.01, -10.34], [-8.36, -12.35, -6.90], [-2.57, -10.75, -1.01], [1.71, -13.16, -5.07], [-8.46, -12.24, -8.99], [-2.29, -10.32, -6.26], [-3.87, -11.56, -1.70], [-3.64, -8.01, -2.76], [-9.52, -14.56, -11.29], [-11.00, -8.88, -2.63], [-9.80, -13.25, -2.50], [-7.12, -15.13, -4.95], [1.80, -13.86, -6.71], [-6.31, -9.77, -0.59], [-1.92, -11.35, -6.25], [-11.29, -9.31, -0.65], [-12.18, -10.11, 2.52], [-7.88, -9.46, -0.19], [-11.82, -7.68, -1.79], [-8.74, -11.76, -7.73], [-7.65, -10.65, -3.81], [-13.07, -10.32, -2.42], [-7.42, -13.47, -5.22], [-2.16, -11.84, -7.19], [-2.89, -8.18, -1.23], [1.45, -13.02, -6.12], [-7.05, -6.39, -0.82], [-4.78, -7.18, -1.20], [-6.39, -13.93, -2.85], [-9.11, -4.75, -4.74], [-3.96, -12.37, -4.06], [-9.85, -9.41, -5.01], [2.09, -12.18, -6.38], [-9.80, -11.57, -7.58], [-6.96, -5.53, -1.48], [-7.70, -14.30, -3.21], [-8.81, -9.87, -7.07], [-10.26, -10.36, 1.53], [0.01, -11.22, -5.11], [-5.74, -14.79, -3.03], [-12.98, -8.26, 0.59]]}